#a
A 2-piece molecular cluster, C2H9N3O overall, computed with ωB97M-V/def2-TZVPD.

Values from the calculation:
**Charge**: 0
**HOMO-LUMO gap**: 8.364 eV

Geometry (Å):
N -1.4508 0.5641 1.2631
C -1.6825 1.0986 0.0939
N -0.8869 0.9061 -0.9335
H -0.7778 -0.2992 1.2367
H -2.0745 0.7957 2.0037
H -2.5076 1.7915 -0.0218
H -1.2567 1.2343 -1.8046
H 0.1365 0.4040 -0.8620
N 1.5814 -0.0768 -0.6339
C 1.2031 -1.4163 0.1044
O 0.3434 -1.2079 1.0662
H 2.0765 0.4206 0.1032
H 2.2965 -0.3473 -1.3001
H 0.8324 -2.0230 -0.7459
H 2.1670 -1.8444 0.4307

=====

#b
C2H9N3O as an isolated structure, computed with ωB97M-V/def2-TZVPD.

Values from the calculation:
**Charge**: 0
**HOMO-LUMO gap**: 8.369 eV

Geometry (Å):
C -0.2106 0.1482 0.3345
C 0.4626 -0.3094 -0.8402
N -1.2547 -0.5779 0.7813
N 1.7498 -0.8735 0.4901
N 0.0367 1.3615 0.8959
O -1.1620 0.2038 -1.8255
H -0.9392 0.2545 -2.7620
H -0.7516 1.8610 1.2742
H -1.7826 -0.9851 0.0158
H -1.7993 -0.2214 1.5506
H 1.3725 -1.6445 1.0373
H 2.0793 -0.1806 1.1592
H 0.7118 1.9442 0.4275
H 1.1381 0.3406 -1.3648
H 0.3493 -1.3214 -1.1740

=====

So which one is most stable? That would be #a, about 53.4 kcal/mol below the next structure.

=====

#a
An isolated ion of composition C2H8N3 and charge +1, computed with ωB97M-V/def2-TZVPD.

Values from the calculation:
**SMILES**: [H]/N=N/C[NH2+]C
**Charge**: +1
**HOMO-LUMO gap**: 10.223 eV

Geometry (Å):
C -0.3504 -0.6388 -1.5809
C 0.3472 -0.2238 0.7410
N -0.7470 0.7479 2.4210
N -0.3159 0.9809 1.2474
N 0.6280 0.0593 -0.6973
H -0.6377 0.0775 -2.2681
H 0.1187 -1.4564 -2.2196
H -1.2355 -0.8294 -0.9691
H -0.2072 -1.0815 0.9021
H 1.3584 -0.1531 1.4442
H -1.2169 1.6603 2.7649
H 0.6567 1.0759 -0.8503
H 1.6017 -0.2185 -0.9352

=====

#b
A 2-piece molecular cluster, C2H8N3 overall, computed with ωB97M-V/def2-TZVPD.

Values from the calculation:
**Charge**: +1
**HOMO-LUMO gap**: 10.804 eV

Geometry (Å):
C -2.6242 -0.5510 -0.2199
N -1.6500 -0.1678 -0.9241
H -3.0856 0.1896 0.4194
H -2.9211 -1.5857 -0.0517
H -1.3679 -0.8226 -1.6535
H 1.5717 -1.2152 -0.3251
N 0.5747 1.0477 0.2636
C 1.7236 0.5564 0.5890
N 2.0994 -0.6923 0.3631
H -0.2546 0.8403 -0.3552
H 0.3819 2.0027 0.5430
H 2.4623 1.2739 0.9154
H 3.0899 -0.8759 0.4362

=====

#c
An isolated ion of composition C2H8N3 and charge +1, computed with ωB97M-V/def2-TZVPD.

Values from the calculation:
**SMILES**: [NH3+]CN1CN1
**Charge**: +1
**HOMO-LUMO gap**: 11.776 eV

Geometry (Å):
C 0.5426 -0.8782 -0.9668
C -0.6403 -0.1672 0.9222
N -0.8622 -0.7624 -0.3739
N 0.3028 0.9981 0.8703
N -0.3220 0.2372 -1.3580
H 1.3588 -0.8619 -0.1849
H 0.7531 -1.5909 -1.7925
H -0.2489 -0.9362 1.4988
H -1.5631 0.0807 1.2900
H 1.2487 0.6805 0.8919
H 0.0912 1.6797 1.6446
H 0.1690 1.3711 -0.1207
H -0.8296 0.1496 -2.3210

=====

#d
An isolated ion of composition C2H8N3 and charge +1, computed with ωB97M-V/def2-TZVPD.

Values from the calculation:
**SMILES**: CNC(N)=[NH2+]
**Charge**: +1
**HOMO-LUMO gap**: 12.071 eV

Geometry (Å):
C -0.9070 0.4310 -1.5508
N -0.4371 0.7399 -0.1796
C 0.2760 -0.0761 0.5722
N 0.6283 0.3286 1.8007
N 0.7132 -1.2965 0.1732
H -0.5614 -0.5716 -1.7652
H -1.9884 0.4165 -1.6275
H -0.4479 1.1284 -2.2415
H -0.7516 1.6238 0.1856
H 0.1510 0.9267 2.4606
H 1.3559 -0.2230 2.2217
H 0.3250 -1.8953 -0.5257
H 1.6440 -1.5324 0.4763

=====

So which one is most stable? That would be #d, about 28.9 kcal/mol below the next structure.